C20H23N3O3S as an isolated structure. Source: OMol25; level of theory: wB97M-V/def2-TZVPD.

```
50
C20H23N3O3S (wB97M-V/def2-TZVPD)
C -5.218 -4.372 0.301
H -4.966 -4.506 1.281
H -4.218 -4.562 -0.363
H -6.055 -5.004 -0.140
S -5.672 -2.822 -0.285
C -4.357 -1.884 0.729
C -3.068 -2.159 0.133
C -1.929 -1.029 0.309
N -2.297 0.318 -0.100
C -1.794 1.358 0.633
O -1.118 1.548 1.609
C -2.471 2.786 0.022
C -3.590 2.612 -0.603
C -4.041 4.111 -0.898
C -3.286 5.137 -0.905
C -2.112 5.026 -0.031
C -1.556 3.671 0.351
H -0.674 3.686 0.875
H -1.327 6.046 -0.088
H -3.661 6.157 -1.014
H -5.078 4.096 -1.496
H -4.368 2.022 -0.441
H -2.767 0.489 -0.809
H -1.918 -0.979 1.702
C -0.516 -1.296 -0.343
O -0.288 -2.341 -0.914
N 0.472 -0.895 0.443
C 1.874 -0.579 0.163
C 2.359 -1.706 -0.537
C 3.838 -1.676 -0.771
C 4.609 -0.575 -0.255
C 3.963 0.218 0.513
C 2.661 0.251 0.853
H 2.142 0.805 1.466
H 4.566 0.917 1.140
N 6.018 -0.511 -0.410
C 6.981 0.117 -0.141
O 6.765 1.061 1.045
C 8.308 -0.231 -0.470
H 8.949 0.537 0.016
H 8.653 -1.367 -0.020
H 8.210 -0.147 -1.334
H 6.173 -1.494 -1.042
H 4.214 -2.505 -1.472
H 1.730 -2.349 -1.220
H 0.315 -0.042 1.079
H -3.028 -2.037 -1.071
H -2.484 -3.190 0.192
H -4.236 -2.035 1.613
H -4.705 -0.675 0.706
```

DFT total energy: -1563.465564 Ha
frontier orbital gap: 8.53 eV
HOMO level: -8.4 eV
multiplicity: 1
LUMO level: 0.092 eV



A 2-piece molecular cluster, C2H6OSi overall. Source: OMol25; level of theory: wB97M-V/def2-TZVPD.

```
10
C2H6OSi (wB97M-V/def2-TZVPD)
C 1.634 0.795 -0.211
C -1.602 -0.427 -0.268
O 1.415 -0.695 -0.143
Si 0.073 0.028 0.349
H 2.497 1.225 0.293
H 1.712 1.057 -1.330
H -2.239 -0.308 0.596
H -2.199 0.190 -0.892
H -1.853 -1.447 -0.828
H 0.561 -0.419 2.435
```

DFT total energy: -444.401249 Ha
frontier orbital gap: 9.18 eV
HOMO level: -9.1 eV
multiplicity: 1
LUMO level: 0.096 eV



One molecule with the formula C4H12N2S. Source: OMol25; level of theory: wB97M-V/def2-TZVPD.

```
19
C4H12N2S (wB97M-V/def2-TZVPD)
N -0.556 2.754 -0.062
C 0.140 1.600 0.242
C -0.772 0.416 0.114
N -2.147 0.434 0.631
C -0.271 -0.846 0.945
C 1.082 -1.182 0.445
S 1.262 -1.814 -1.182
H -0.145 3.391 -0.708
H -0.626 3.307 0.765
H 1.010 1.434 -0.406
H 0.605 1.776 1.246
H -0.931 0.225 -0.946
H -2.663 1.082 0.015
H -2.274 0.993 1.543
H -0.873 -1.721 0.828
H -0.399 -0.701 2.065
H 1.475 -1.964 1.178
H 1.825 -0.298 0.614
H 0.656 -0.743 -1.739
```

SMILES: NC[C@H](N)CCS
DFT total energy: -667.246904 Ha
frontier orbital gap: 9.71 eV
HOMO level: -8.9 eV
multiplicity: 1
LUMO level: 0.777 eV



C33H70AlO as an isolated structure. Source: OMol25; level of theory: wB97M-V/def2-TZVPD.

```
105
C33H70AlO (wB97M-V/def2-TZVPD)
C 2.430 0.773 3.556
C 2.543 0.829 2.360
Al 2.817 1.050 0.327
C 1.221 0.322 -0.722
C 1.293 -1.244 -1.016
C 1.273 -1.499 -2.568
C -0.157 -1.647 -3.181
C -0.971 -0.301 -3.310
C -2.503 -0.452 -2.908
C -2.750 -0.093 -1.387
C -2.719 -1.396 -0.505
C -2.015 -1.225 0.882
C -2.866 -0.313 1.852
C -1.920 0.045 3.081
C -2.615 1.197 3.915
C 4.565 0.085 -0.091
C 5.763 0.582 0.839
C 6.925 1.209 -0.044
C 6.410 -0.684 1.543
O 2.936 2.853 -0.135
C 1.916 3.620 0.492
C 0.503 3.566 -0.211
C -0.650 3.167 0.799
H 2.508 1.033 4.620
H 0.255 0.523 -0.198
H 1.268 0.835 -1.720
H 2.260 -1.607 -0.577
H 0.480 -1.786 -0.470
H 1.924 -0.754 -3.090
H 1.787 -2.493 -2.723
H -0.784 -2.409 -2.664
H -0.021 -2.029 -4.232
H -0.563 0.548 -2.722
H -0.958 0.018 -4.387
H -3.060 0.264 -3.567
H -2.841 -1.496 -3.143
H -2.077 0.719 -1.024
H -3.798 0.310 -1.324
H -3.766 -1.774 -0.355
H -2.188 -2.228 -1.041
H -0.988 -0.797 0.816
H -1.924 -2.230 1.376
H -3.717 -0.891 2.283
H -3.195 0.596 1.295
H -0.904 0.342 2.726
H -1.850 -0.893 3.689
H -3.604 1.423 3.458
H -1.997 2.124 3.872
H -2.727 0.898 4.985
H 4.820 0.283 -1.162
H 4.467 -1.016 0.080
H 5.441 1.331 1.599
H 6.518 1.778 -0.912
H 7.515 1.918 0.589
H 7.603 0.415 -0.438
H 6.969 -1.298 0.797
H 7.146 -0.380 2.330
H 5.578 -1.270 2.005
H 1.847 3.375 1.588
H 2.256 4.696 0.442
H 0.252 4.606 -0.559
H 0.491 2.940 -1.137
H -0.954 2.093 0.722
H -1.562 3.761 0.535
H -0.327 3.333 1.855
C 4.291 -7.456 -5.168
C 4.160 -6.381 -6.242
C 5.315 -5.380 -6.239
C 5.458 -4.556 -4.957
C 4.224 -3.743 -4.566
C 3.844 -2.688 -5.597
H 4.277 -7.028 -4.164
H 3.461 -8.162 -5.237
H 5.221 -8.017 -5.291
H 3.204 -5.863 -6.128
H 4.128 -6.870 -7.221
H 5.199 -4.707 -7.094
H 6.254 -5.919 -6.409
H 6.307 -3.875 -5.077
H 5.721 -5.217 -4.125
H 4.427 -3.241 -3.615
H 3.370 -4.404 -4.386
H 4.668 -1.988 -5.758
H 2.979 -2.118 -5.253
H 3.582 -3.137 -6.558
C -8.665 3.903 3.323
C -8.513 3.558 4.800
C -7.664 4.568 5.572
C -6.211 4.687 5.106
C -5.410 3.386 5.136
C -5.262 2.802 6.536
H -7.703 3.901 2.806
H -9.307 3.171 2.828
H -9.121 4.889 3.198
H -8.097 2.552 4.901
H -9.508 3.525 5.253
H -7.685 4.306 6.635
H -8.132 5.556 5.499
H -5.707 5.429 5.735
H -6.186 5.091 4.089
H -4.412 3.585 4.736
H -5.862 2.641 4.474
H -4.770 3.513 7.204
H -4.656 1.894 6.505
H -6.230 2.537 6.968
```

DFT total energy: -1617.029406 Ha
frontier orbital gap: 7.25 eV
HOMO level: -4.9 eV
multiplicity: 1
LUMO level: 2.396 eV
total charge: -1



- Among the records above, which one has the lowest frontier orbital gap?
  C33H70AlO



- Number 2 is which compound?
  C2H6OSi



What did the first record say?
C20H23N3O3S as an isolated structure. Source: OMol25; level of theory: wB97M-V/def2-TZVPD.

```
50
C20H23N3O3S (wB97M-V/def2-TZVPD)
C -5.218 -4.372 0.301
H -4.966 -4.506 1.281
H -4.218 -4.562 -0.363
H -6.055 -5.004 -0.140
S -5.672 -2.822 -0.285
C -4.357 -1.884 0.729
C -3.068 -2.159 0.133
C -1.929 -1.029 0.309
N -2.297 0.318 -0.100
C -1.794 1.358 0.633
O -1.118 1.548 1.609
C -2.471 2.786 0.022
C -3.590 2.612 -0.603
C -4.041 4.111 -0.898
C -3.286 5.137 -0.905
C -2.112 5.026 -0.031
C -1.556 3.671 0.351
H -0.674 3.686 0.875
H -1.327 6.046 -0.088
H -3.661 6.157 -1.014
H -5.078 4.096 -1.496
H -4.368 2.022 -0.441
H -2.767 0.489 -0.809
H -1.918 -0.979 1.702
C -0.516 -1.296 -0.343
O -0.288 -2.341 -0.914
N 0.472 -0.895 0.443
C 1.874 -0.579 0.163
C 2.359 -1.706 -0.537
C 3.838 -1.676 -0.771
C 4.609 -0.575 -0.255
C 3.963 0.218 0.513
C 2.661 0.251 0.853
H 2.142 0.805 1.466
H 4.566 0.917 1.140
N 6.018 -0.511 -0.410
C 6.981 0.117 -0.141
O 6.765 1.061 1.045
C 8.308 -0.231 -0.470
H 8.949 0.537 0.016
H 8.653 -1.367 -0.020
H 8.210 -0.147 -1.334
H 6.173 -1.494 -1.042
H 4.214 -2.505 -1.472
H 1.730 -2.349 -1.220
H 0.315 -0.042 1.079
H -3.028 -2.037 -1.071
H -2.484 -3.190 0.192
H -4.236 -2.035 1.613
H -4.705 -0.675 0.706
```

DFT total energy: -1563.465564 Ha
frontier orbital gap: 8.53 eV
HOMO level: -8.4 eV
multiplicity: 1
LUMO level: 0.092 eV